*P*
CH3N5 | ωB97M-V/def2-TZVPD

Output
* orbital gap: 9.48 eV
* LUMO energy: 0.33 eV
* highest occupied orbital energy: -9.15 eV
* SMILES string: [H]/N=c1/nn[nH][nH]1

ORCA input file:
```
! RIJCOSX wB97M-V def2-TZVPD def2/J DEFGRID3
* xyz 0 1
H -2.416 0.464 0.119
N -2.067 -0.425 -0.025
C -0.791 -0.278 -0.129
N -0.079 -1.587 0.036
N 1.197 -1.223 -0.048
N 1.482 0.021 0.077
N 0.213 0.877 -0.094
H 2.411 0.512 -0.398
H 0.050 1.640 0.462
*
```

Mulliken atomic charge list, values in e, 6 entries: H 0.2216; N -0.5329; C 0.3886; N -0.1791; N -0.1915; N -0.0026

***

*Q*
CH3N5 | ωB97M-V/def2-TZVPD

Output
* orbital gap: 9.89 eV
* LUMO energy: -0.13 eV
* highest occupied orbital energy: -10.02 eV
* SMILES string: [H]/N=c1/nn[nH][nH]1

ORCA input file:
```
! RIJCOSX wB97M-V def2-TZVPD def2/J DEFGRID3
* xyz 0 1
H -1.002 -2.598 -0.041
N -1.308 -1.633 0.130
C -0.459 -0.659 0.008
N -0.918 0.702 0.223
N 0.070 1.482 -0.052
N 1.177 0.834 -0.487
N 1.031 -0.448 0.203
H 1.722 1.272 0.225
H 1.666 -1.276 -0.351
*
```

Mulliken atomic charge list, values in e, 6 entries: H 0.2349; N -0.5198; C 0.4135; N -0.1600; N -0.2757; N 0.0477

***

Stability, highest: *Q*

***

*P*
C2H14N4O5 | ωB97M-V/def2-TZVPD

Output
* orbital gap: 9.65 eV
* LUMO energy: 0.00 eV
* highest occupied orbital energy: -9.65 eV
* SMILES string: NC(N)=O.NC(N)=O.O.O.O

ORCA input file:
```
! RIJCOSX wB97M-V def2-TZVPD def2/J DEFGRID3
* xyz 0 1
N 1.249 -0.279 -2.722
C 0.832 0.955 -2.392
N -0.446 1.062 -2.029
O 1.651 1.890 -2.398
H 0.593 -1.010 -3.060
H 2.119 -0.145 -3.184
H -1.096 0.248 -2.114
H -0.961 1.826 -1.720
N 1.063 -0.860 2.214
C 1.689 0.337 2.009
N 1.785 0.647 0.656
O 1.902 1.233 2.838
H 1.050 -1.354 3.052
H 0.597 -1.421 1.470
H 1.987 -0.134 0.085
H 2.478 1.381 0.540
O -0.527 -1.700 -0.378
H -0.748 -2.513 0.055
H -1.367 -1.207 -0.229
O -2.691 -0.430 -0.233
H -3.639 -0.659 -0.280
H -2.534 -0.191 0.701
O -1.962 0.616 2.557
H -1.068 0.251 2.478
H -1.956 1.455 2.084
*
```

Mulliken atomic charge list, values in e, 6 entries: N -0.4256; C 0.6881; N -0.3127; O -0.7032; H 0.2065; H 0.2422

***

*Q*
C2H14N4O5 | ωB97M-V/def2-TZVPD

Output
* orbital gap: 9.62 eV
* LUMO energy: 0.05 eV
* highest occupied orbital energy: -9.56 eV
* SMILES string: NC(N)=O.NC(N)=O.O.O.O

ORCA input file:
```
! RIJCOSX wB97M-V def2-TZVPD def2/J DEFGRID3
* xyz 0 1
N 19.408 -30.349 -5.599
C 18.203 -30.053 -6.169
N 17.476 -31.118 -6.643
O 17.871 -28.900 -6.413
H 19.906 -31.171 -5.885
H 19.851 -29.647 -5.020
H 17.822 -32.027 -6.401
H 16.893 -30.876 -7.422
N 20.182 -27.506 -1.492
C 19.758 -28.442 -2.393
N 19.595 -29.680 -1.849
O 19.618 -28.172 -3.587
H 20.535 -26.633 -1.842
H 20.152 -27.775 -0.527
H 19.282 -30.467 -2.384
H 20.011 -29.834 -0.928
O 20.982 -27.882 -6.433
H 20.567 -27.067 -6.134
H 20.263 -28.528 -6.425
O 20.929 -30.313 0.459
H 21.114 -30.382 1.401
H 21.557 -30.910 0.037
O 19.854 -25.339 -3.768
H 18.954 -25.002 -3.732
H 19.753 -26.305 -3.745
*
```

Mulliken atomic charge list, values in e, 6 entries: N -0.4010; C 0.6981; N -0.4370; O -0.6057; H 0.1737; H 0.2228

***

Stability, highest: *Q*